Here is a cluster of 2 separate species, C4H8NO3 in total in a non-equilibrium geometry from OMol25. Energies are from ωB97M-V/def2-TZVPD.

As for the multiplicity: 1. As for the charge: -1. The total energy is -437.72457 Ha. For the energy above the lowest of the compared OMol25 structures with the same formula, charge and spin, the calculation gives 2.202 eV. The calculation puts the HOMO-LUMO gap at 8.4 eV. The LUMO energy comes out at 4.0 eV.

Element x y z (Å)
1 C -1.38 0.66 -0.81
2 C -1.26 -0.64 -1.59
3 O -1.89 -0.78 -2.61
4 N -0.58 -1.76 -0.91
5 H -0.37 1.17 -1.15
6 H -1.32 0.38 0.24
7 H -0.24 -1.76 -0.01
8 H 0.04 -2.09 -1.72
9 H -2.14 1.41 -0.85
10 C 1.25 1.45 2.48
11 C 1.22 0.48 1.29
12 O 1.08 1.00 0.15
13 O 1.46 -0.68 1.62
14 H 0.33 2.04 2.49
15 H 2.02 2.22 2.52
16 H 1.53 0.93 3.31

These are the natural (NBO) partial charges, in e, on atoms 1 to 8: number 1, C, carries -0.739; number 2, C, carries 0.709; number 3, O, carries -0.628; number 4, N, carries -0.878; number 5, H, carries 0.302; number 6, H, carries 0.214; number 7, H, carries 0.414; number 8, H, carries 0.381